{
  "formula": "C35H83CoN2O8",
  "method": "wB97M-V/def2-TZVPD",
  "multiplicity": 5,
  "total_energy_ev": -94619.0378,
  "s_squared": 6.0072,
  "total_charge": 0,
  "gap_ev": [7.2, 7.1],
  "species": ["Co", "C", "C", "O", "H", "H", "H", "H", "H", "C", "C", "C", "C", "C", "C", "N", "O", "C", "C", "C", "H", "H", "H", "H", "H", "H", "H", "H", "H", "H", "H", "H", "H", "H", "H", "H", "H", "H", "H", "C", "C", "C", "C", "C", "C", "N", "O", "C", "C", "C", "H", "H", "H", "H", "H", "H", "H", "H", "H", "H", "H", "H", "H", "H", "H", "H", "H", "H", "H", "C", "C", "C", "O", "H", "H", "H", "H", "H", "H", "H", "H", "C", "C", "C", "O", "H", "H", "H", "H", "H", "H", "H", "H", "C", "C", "C", "O", "H", "H", "H", "H", "H", "H", "H", "H", "C", "C", "C", "O", "H", "H", "H", "H", "H", "H", "H", "H", "C", "C", "C", "O", "H", "H", "H", "H", "H", "H", "H", "H"],
  "xyz": [[-4.162658, 3.758968, -21.670067], [-4.757912, 0.773523, -23.033145], [-4.553649, 1.940275, -23.990781], [-3.540686, 2.852073, -23.610403], [-5.665285, 0.221074, -23.277207], [-4.978175, 1.213820, -22.060654], [-3.903391, 0.164650, -22.737879], [-5.484566, 2.476317, -24.175572], [-4.272587, 1.360741, -24.870128], [-5.747769, -4.564322, -22.953447], [-5.960769, -4.985674, -24.446684], [-7.239595, -4.403673, -25.044507], [-7.289073, -2.916679, -25.384328], [-6.135288, -2.579935, -26.300556], [-4.755688, -3.073271, -25.722552], [-4.856189, -4.550635, -25.299669], [-3.654621, -5.095637, -24.898514], [-3.704711, -2.887511, -26.825128], [-4.427857, -2.164763, -24.503623], [-6.095704, -6.542334, -24.527856], [-4.728683, -4.787133, -22.637356], [-6.307956, -5.241293, -22.308460], [-6.112713, -3.574921, -22.677763], [-7.556615, -4.928584, -25.945662], [-8.091211, -4.430842, -24.364724], [-7.191323, -2.236875, -24.537903], [-8.123635, -2.546645, -25.979888], [-6.178069, -1.512057, -26.514778], [-6.236867, -2.925683, -27.329265], [-3.529086, -1.832979, -27.037765], [-2.789929, -3.358190, -26.464931], [-4.065885, -3.378963, -27.728523], [-3.498921, -2.553200, -24.086137], [-4.229219, -1.136652, -24.806335], [-5.069559, -2.161418, -23.622545], [-5.159498, -7.081467, -24.383103], [-6.452425, -6.908459, -25.490569], [-6.687981, -6.969998, -23.718906], [-3.553839, -5.654630, -25.672437], [-5.758512, 2.552943, -28.159535], [-7.298254, 2.278809, -27.825958], [-7.789988, 3.296307, -26.780803], [-7.980509, 4.742511, -27.345717], [-9.002515, 4.681943, -28.478673], [-8.526568, 3.817477, -29.655882], [-8.135270, 2.485252, -29.059702], [-7.905283, 1.422246, -29.991290], [-9.775669, 3.690019, -30.529099], [-7.453306, 4.524546, -30.447149], [-7.655438, 0.852905, -27.292764], [-5.205228, 2.221220, -27.280935], [-5.458675, 3.576438, -28.384632], [-5.364876, 2.081789, -29.060181], [-8.778139, 3.005343, -26.424467], [-7.070878, 3.411395, -25.969792], [-7.005688, 5.110035, -27.666293], [-8.378193, 5.364209, -26.543574], [-9.017667, 5.712521, -28.833335], [-9.971308, 4.454010, -28.034150], [-10.113379, 4.639455, -30.944563], [-9.655795, 2.971073, -31.339560], [-10.636188, 3.321376, -29.970780], [-6.537784, 4.510502, -29.855762], [-7.250499, 3.911635, -31.325387], [-7.717447, 5.496857, -30.863012], [-7.209630, 0.875298, -26.298361], [-7.351512, -0.004867, -27.892736], [-8.725625, 0.769454, -27.103472], [-8.780131, 1.032555, -29.925003], [-5.949634, -0.853577, -20.022673], [-7.323713, -0.241354, -20.300257], [-8.488610, -1.158702, -20.040455], [-7.565494, 1.062075, -19.723892], [-5.996370, -1.453288, -19.113680], [-5.210503, -0.064601, -19.883729], [-5.611522, -1.439579, -20.877295], [-7.515433, -0.095369, -21.363286], [-8.359816, -2.049277, -20.655584], [-9.387161, -0.651408, -20.391683], [-8.469551, -1.402884, -18.978326], [-6.928307, 1.734031, -19.977020], [0.292143, 1.217798, -27.896300], [-0.652430, 2.075568, -27.089471], [-2.042844, 1.416504, -27.082388], [-0.130144, 2.200830, -25.726232], [-0.106493, 1.009224, -28.889110], [0.459863, 0.274881, -27.375829], [1.253908, 1.667463, -28.143080], [-0.751006, 3.041117, -27.585549], [-2.331000, 1.162455, -28.102450], [-2.834763, 2.077599, -26.730399], [-2.047832, 0.508693, -26.479112], [0.693221, 2.694367, -25.735537], [-6.270237, 6.309125, -24.737023], [-5.706318, 6.264074, -23.310457], [-6.579470, 6.970546, -22.291883], [-5.548706, 4.985805, -22.823400], [-6.311346, 7.350240, -25.057198], [-7.295449, 5.939175, -24.724023], [-5.615017, 5.711633, -25.370886], [-4.796318, 6.861317, -23.367994], [-6.579262, 6.516446, -21.300982], [-7.608346, 6.910975, -22.646817], [-6.341612, 8.031855, -22.219986], [-6.360418, 4.530852, -23.059515], [-9.629354, 4.275692, -23.028380], [-8.893217, 2.983882, -22.680499], [-9.040884, 1.709954, -23.579884], [-7.512218, 3.218467, -22.771058], [-10.686715, 4.032468, -22.923872], [-9.334399, 4.567260, -24.036396], [-9.631889, 5.115407, -22.333429], [-9.055552, 2.611066, -21.669185], [-8.722503, 0.822554, -23.032853], [-8.645721, 1.720900, -24.595684], [-10.086149, 1.494984, -23.801933], [-7.125417, 3.301922, -21.896398], [-0.142333, -0.956546, -24.137328], [-0.984718, -0.646173, -22.921572], [-0.310036, -1.227695, -21.637740], [-1.176999, 0.720481, -22.715811], [-0.251241, -1.936051, -24.602978], [0.907269, -0.733053, -23.946324], [-0.603393, -0.326841, -24.898250], [-1.974442, -1.070517, -23.090328], [-0.858728, -0.880095, -20.762392], [0.737484, -0.966276, -21.487932], [-0.454424, -2.306763, -21.691400], [-1.855278, 0.735742, -22.036629]],
  "atomic_forces_ev_per_a": [[0.620, -0.743, -2.549], [-0.875, 1.135, 1.666], [1.552, -0.328, 0.218], [-1.289, 0.144, 2.062], [0.222, -0.427, -0.189], [-0.445, 0.311, 0.589], [0.140, -0.208, -0.987], [-0.424, -0.252, -0.093], [0.260, 0.647, -1.006], [-0.581, -1.162, 0.062], [-0.040, 0.038, 0.545], [-1.845, 1.154, 0.173], [1.597, 0.633, -1.161], [1.124, -0.326, -0.140], [-1.361, 0.733, 0.924], [-2.096, 1.921, -1.952], [0.813, -0.162, -0.073], [-0.216, -0.712, 0.837], [1.220, -0.562, -0.069], [0.673, -0.126, 0.254], [0.223, 0.620, -0.235], [-0.393, -0.109, -0.073], [0.407, 0.076, -0.278], [0.292, -0.275, -0.009], [0.092, -1.101, 0.486], [-0.187, -0.272, 0.409], [-0.801, -0.690, 0.498], [0.763, 0.368, 0.578], [-0.317, -0.927, 0.034], [-0.046, -0.017, 0.117], [0.240, 0.141, -0.336], [0.194, -0.072, -0.063], [0.388, 0.074, 0.003], [-0.128, -0.028, -0.126], [-0.515, -0.023, -0.604], [0.444, 0.452, 0.017], [-0.285, 0.343, -0.037], [-0.535, 0.385, -0.132], [0.945, -0.437, 0.280], [-0.628, -0.745, 0.592], [-0.056, 0.897, -2.137], [0.099, 1.363, -0.614], [-0.144, -1.800, 0.143], [1.604, 1.216, 0.549], [-1.169, -0.441, 0.918], [-0.811, 0.612, 0.561], [-0.224, 0.972, 0.147], [-0.472, -1.028, -0.238], [0.852, -0.968, -0.431], [0.668, 1.135, 0.373], [0.373, -0.011, -0.098], [-0.652, 0.390, 0.629], [-0.435, -0.824, 0.138], [0.083, -0.289, 0.266], [-0.032, -0.609, 0.300], [-0.102, 0.304, -0.060], [0.192, 0.150, -0.027], [-0.577, 0.083, -0.374], [-0.075, -0.427, -0.410], [0.415, 0.145, -0.039], [0.265, 0.150, -0.231], [0.076, -0.091, 0.351], [0.050, 0.598, -0.225], [0.169, -0.169, -0.087], [-0.089, 0.143, 0.535], [0.330, -0.706, 0.115], [0.326, 0.303, 0.043], [-0.143, 0.246, -0.291], [0.073, -0.578, -0.445], [-0.427, 0.640, 0.080], [-0.140, 0.799, -1.761], [0.386, 0.277, 0.728], [-0.542, -0.656, 0.832], [0.176, -0.114, -0.033], [0.032, 0.019, 0.067], [-0.114, -0.230, 0.114], [1.088, 0.227, -0.571], [0.066, -0.133, 0.190], [-0.200, -0.131, 0.478], [-0.672, -0.253, 0.024], [0.443, -0.437, -0.206], [0.311, -0.320, -0.649], [0.223, -0.382, 0.526], [0.142, 0.422, 0.251], [-1.081, -0.074, -0.996], [-0.351, -0.174, 0.009], [0.052, -0.050, -0.041], [0.168, 0.252, 0.540], [0.055, 0.346, 0.247], [0.193, -0.119, -0.098], [0.217, 0.089, 0.362], [0.045, -0.017, 0.036], [0.040, 0.054, -0.226], [0.109, -0.172, 0.973], [-0.305, 2.640, -0.061], [-1.084, 0.897, -0.365], [1.338, -1.532, -0.028], [0.115, -0.059, -0.166], [0.003, -0.239, -0.205], [-0.216, 0.079, -0.240], [0.708, -0.853, 0.282], [0.436, 0.032, -0.093], [-0.306, 0.062, 0.126], [-0.013, 0.028, 0.129], [-0.557, -0.866, -0.178], [-1.158, -1.184, 0.167], [0.390, -1.130, -0.348], [-1.963, 0.358, -0.038], [1.977, 0.678, 0.126], [-0.352, -0.121, -0.907], [-0.338, 0.193, 0.001], [1.177, -0.101, 0.200], [-0.622, 0.337, 0.147], [0.480, 0.213, -0.046], [0.741, 0.483, 0.381], [-0.464, 0.130, 0.305], [-0.097, -0.091, 0.295], [-0.685, 0.918, -0.699], [1.109, -1.484, 1.330], [-1.344, -0.402, -0.533], [0.201, 0.768, -0.436], [-0.003, -0.418, 0.802], [-0.047, 0.161, -0.343], [0.726, 0.496, -0.275], [-0.111, -0.563, 0.216], [-0.045, 0.004, 0.144], [-0.039, 0.058, -0.414], [0.399, -0.209, 0.236], [-0.066, 0.614, 0.016]],
  "mulliken_spin": [3.981, -0.218, -0.070, 0.087, 0.004, 0.202, -0.002, -0.017, 0.056, 0.000, 0.000, 0.000, 0.000, 0.001, -0.001, 0.000, 0.000, 0.000, 0.002, 0.000, 0.000, 0.000, 0.000, 0.000, 0.000, 0.000, 0.000, 0.000, 0.000, 0.000, 0.000, 0.000, 0.001, 0.002, 0.000, 0.000, 0.000, 0.000, 0.000, -0.001, 0.000, -0.003, 0.000, 0.000, 0.000, 0.000, 0.000, 0.000, 0.000, 0.002, 0.001, 0.000, 0.000, 0.000, 0.003, 0.000, 0.000, 0.000, 0.000, 0.000, 0.000, 0.000, 0.000, 0.000, 0.000, -0.001, 0.000, 0.000, 0.000, -0.013, -0.006, 0.001, 0.004, 0.000, 0.017, 0.005, 0.001, 0.001, 0.000, -0.001, 0.022, 0.000, 0.001, 0.000, -0.001, 0.000, 0.000, 0.000, 0.000, 0.000, 0.001, -0.001, 0.000, 0.017, -0.025, 0.022, -0.095, 0.001, -0.004, 0.000, -0.014, 0.000, 0.002, 0.005, -0.001, 0.001, 0.001, 0.000, -0.016, 0.000, 0.000, 0.001, -0.003, 0.000, 0.000, -0.001, 0.043, 0.001, -0.006, 0.000, 0.003, 0.000, 0.000, 0.000, 0.002, -0.001, 0.000, 0.000, 0.007]
}